1.
H15N5 | ωB97M-V/def2-TZVPD

Geometry as XYZ:
```
20
Properties=species:S:1:pos:R:3:forces:R:3:mulliken_charge:R:1
N 1.063 4.310 2.766 1.7 2.2 -0.1 -0.924
H 0.864 3.413 2.468 -0.6 -1.9 -0.4 0.302
H 0.390 4.783 3.341 0.3 -0.2 0.2 0.270
H 2.070 4.463 2.926 -1.3 0.0 0.2 0.252
N 1.152 -0.971 -0.350 1.2 -3.2 4.3 -2.243
H 1.103 -0.523 -1.181 0.0 1.1 -3.3 0.686
H 0.291 -0.969 0.176 -0.1 0.0 -0.1 0.550
H 1.663 -1.903 -0.202 -1.1 2.1 -0.9 0.565
N -4.272 -4.263 0.165 -0.9 1.4 -0.7 -1.150
H -5.216 -4.624 0.119 -0.2 0.2 -0.2 0.274
H -3.718 -5.050 0.341 1.4 -1.1 0.1 0.357
H -4.015 -3.817 -0.732 -0.2 -0.6 0.8 0.363
N 2.329 2.883 -6.268 -4.9 -4.7 -2.8 -0.815
H 1.521 3.414 -6.133 -1.5 0.6 0.2 0.238
H 3.030 3.371 -5.989 5.9 3.1 2.5 0.228
H 2.198 1.920 -5.943 0.5 1.0 0.1 0.294
N -0.272 -1.774 3.731 0.0 2.2 -0.9 -1.438
H 0.543 -2.179 4.087 1.0 -1.7 1.1 0.427
H 0.237 -1.158 3.034 -1.9 -0.9 0.2 0.337
H -0.963 -2.443 3.378 0.9 0.4 -0.4 0.426
```
Forces are in eV/Å.

Output
Frontier orbital gap (alpha / beta) = 2.045 / 8.845 eV
Expectation value of S² = 0.75
Charge = -1
Spin multiplicity = 2
E_LUMO (alpha / beta) = 3.145 / 3.105 eV
Energy above the lowest of the compared OMol25 structures with the same formula, charge and spin = 31.8 kcal/mol

2.
H15NO6 | ωB97M-V/def2-TZVPD

Geometry as XYZ:
```
22
Properties=species:S:1:pos:R:3:forces:R:3:mulliken_charge:R:1
N 2.046 0.726 -0.176 -0.3 -0.1 0.2 -0.713
H 1.134 0.833 -0.586 -0.6 0.5 -0.2 0.232
H 2.072 -0.286 -0.101 0.9 -0.1 -0.4 0.240
H 2.695 1.110 -0.861 0.0 -0.6 0.3 0.231
H -1.587 3.483 1.784 1.5 0.8 0.0 0.325
H -0.537 2.989 0.900 0.6 0.0 -0.2 0.322
O -0.633 3.689 1.559 -2.1 -0.8 0.2 -0.650
H 0.017 -0.481 2.078 -0.5 -0.9 -0.7 0.384
H -1.135 -1.461 2.226 0.3 -0.3 -0.5 0.312
O -0.383 -1.293 1.631 0.0 1.2 1.6 -0.653
H -0.269 -2.159 -3.348 1.5 0.7 -2.0 0.338
H 0.917 -2.415 -4.446 -0.7 0.2 0.5 0.306
O 0.190 -1.816 -4.197 -0.8 -0.8 1.6 -0.658
H -1.518 0.056 0.077 -0.1 1.4 -3.5 0.345
H -2.286 0.242 -1.309 -1.7 -0.9 -0.9 0.269
O -1.520 0.530 -0.876 2.0 -0.3 4.5 -0.625
H -0.353 -2.010 0.050 -1.1 0.9 -1.6 0.304
H -0.758 -3.195 -0.605 -0.7 0.8 -1.1 0.294
O -0.857 -2.226 -0.810 1.6 -2.0 2.2 -0.558
H 1.372 0.786 1.876 2.3 0.1 -1.4 0.337
H 0.771 1.808 2.810 1.2 4.6 3.0 0.264
O 0.622 1.090 2.324 -3.2 -4.5 -1.8 -0.649
```
Forces are in eV/Å.

Output
Frontier orbital gap = 10.915 eV
Charge = 0
Spin multiplicity = 1
E_LUMO = 0.341 eV
Energy above the lowest of the compared OMol25 structures with the same formula, charge and spin = 42.9 kcal/mol

3.
H15NO6 | ωB97M-V/def2-TZVPD

Geometry as XYZ:
```
22
Properties=species:S:1:pos:R:3:forces:R:3:mulliken_charge:R:1
N -1.013 -0.839 2.151 0.3 -0.8 0.5 -0.757
H -0.004 -0.818 2.203 0.0 0.2 -0.3 0.266
H -1.343 -0.760 1.202 0.0 0.3 0.0 0.296
H -1.352 -0.106 2.746 -0.4 0.3 -0.1 0.236
H 1.011 0.431 -2.139 0.6 -0.2 0.4 0.364
H -0.203 0.089 -2.854 -0.3 0.2 -0.2 0.301
O 0.337 0.864 -2.658 0.3 -2.0 -2.2 -0.655
H 0.869 -2.138 -0.600 -0.5 0.1 -0.4 0.396
H -0.412 -2.247 -1.513 0.0 -0.1 0.3 0.282
O 0.510 -1.980 -1.506 0.4 0.2 -0.1 -0.645
H -1.607 1.174 0.282 0.2 0.6 -0.7 0.342
H -2.621 0.977 -0.945 0.5 0.6 0.0 0.269
O -2.312 0.654 -0.101 -0.8 -1.2 0.5 -0.657
H 0.853 1.463 0.652 0.0 0.2 -0.1 0.375
H 1.941 2.109 1.524 0.0 0.0 -0.1 0.264
O 1.188 1.514 1.559 0.1 -0.2 0.2 -0.617
H 0.147 2.034 -1.875 -0.4 -0.1 -0.1 0.389
H 0.286 3.195 -0.849 -0.2 0.1 0.2 0.241
O -0.041 2.298 -0.963 0.0 1.8 1.9 -0.635
H 2.083 -2.723 1.220 -0.2 -0.6 0.4 0.277
H 0.463 -2.855 1.378 0.4 -0.4 0.4 0.369
O 1.219 -2.335 1.088 0.0 0.8 -0.6 -0.701
```
Forces are in eV/Å.

Output
Frontier orbital gap = 9.666 eV
Charge = 0
Spin multiplicity = 1
E_LUMO = 0.426 eV
Energy above the lowest of the compared OMol25 structures with the same formula, charge and spin = 32.3 kcal/mol

4.
H16NO11 | ωB97M-V/def2-TZVPD

Geometry as XYZ:
```
28
Properties=species:S:1:pos:R:3:forces:R:3:mulliken_charge:R:1
N 22.712 28.687 21.262 -2.1 0.8 4.3 0.821
O 22.451 29.849 21.741 0.4 -1.0 -1.4 -0.692
O 23.726 28.484 20.641 1.3 0.0 -1.8 -0.648
O 22.012 27.722 21.667 -0.1 0.4 -1.1 -0.769
O 25.428 30.852 22.098 -0.6 -2.4 2.4 -0.654
H 24.528 30.488 21.840 1.2 0.6 0.4 0.354
H 25.677 30.262 22.930 -0.8 1.9 -2.8 0.307
O 24.684 25.541 19.692 -2.7 -0.1 -5.7 -0.651
H 23.792 25.727 19.049 3.8 -0.6 3.5 0.317
H 24.515 25.696 20.597 -1.0 0.7 1.8 0.403
O 18.363 27.655 21.701 1.4 2.3 -0.7 -0.646
H 19.151 28.195 21.372 -1.6 -0.7 0.9 0.337
H 18.674 26.807 21.454 0.2 -1.7 -0.2 0.313
O 26.462 28.048 20.725 5.7 -2.7 -3.4 -0.617
H 26.801 27.692 19.733 -1.4 1.3 4.3 0.340
H 25.630 28.309 20.510 -4.1 1.4 -0.8 0.374
O 21.462 32.084 23.166 -0.1 2.1 -2.6 -0.593
H 21.613 31.218 22.865 0.4 -1.9 -1.2 0.420
H 21.380 31.965 24.057 -0.4 -0.2 3.8 0.288
O 21.619 27.691 24.438 -2.2 -0.8 1.2 -0.635
H 22.455 27.940 24.743 1.9 0.6 0.4 0.282
H 21.582 27.818 23.505 0.2 0.2 -1.4 0.392
O 22.803 29.334 18.102 -0.5 0.2 -0.5 -0.665
H 22.005 29.822 18.296 -0.6 0.4 -0.5 0.318
H 23.099 29.241 18.999 1.1 -0.5 0.8 0.342
O 24.486 26.279 22.285 -5.7 -3.4 -0.9 -0.649
H 24.145 27.115 22.109 -1.1 2.1 -0.7 0.318
H 25.303 26.407 22.532 7.0 1.0 1.9 0.291
```
Forces are in eV/Å.

Output
Frontier orbital gap = 10.119 eV
Charge = -1
Spin multiplicity = 1
E_LUMO = 3.013 eV
Energy above the lowest of the compared OMol25 structures with the same formula, charge and spin = 61.8 kcal/mol

5.
H16NO14S2 | ωB97M-V/def2-TZVPD

Geometry as XYZ:
```
33
Properties=species:S:1:pos:R:3:forces:R:3:mulliken_charge:R:1
N -0.500 -0.387 -1.169 -0.5 -0.3 -0.2 -0.495
H 0.389 0.085 -1.247 0.6 0.8 0.1 0.382
H -1.327 0.161 -1.362 0.0 0.9 -0.2 0.357
H -0.634 -0.713 -0.222 0.3 -0.6 0.8 0.372
H -0.499 -1.129 -1.854 0.1 -0.7 0.1 0.343
S 5.353 0.590 -0.993 -0.7 -0.4 2.2 1.083
O 6.564 0.928 -1.693 2.4 0.5 -2.2 -0.753
O 4.180 0.619 -1.887 -1.6 0.1 -1.5 -0.773
O 5.465 -0.749 -0.396 0.1 -1.6 0.1 -0.768
O 5.176 1.551 0.092 -0.6 1.3 1.0 -0.766
S -0.817 -0.045 5.180 -1.0 0.5 1.0 1.092
O -0.354 -0.301 3.829 0.3 -0.8 -3.0 -0.714
O -0.135 1.153 5.652 0.6 1.6 0.9 -0.767
O -2.295 0.153 5.230 -0.9 0.2 -0.5 -0.808
O -0.511 -1.187 6.025 0.6 -1.8 1.3 -0.774
O -3.879 -3.370 2.293 -0.4 -0.3 -0.5 -0.692
H -3.813 -2.562 2.801 0.3 0.4 0.3 0.372
H -3.722 -4.067 2.931 0.2 0.0 0.2 0.312
O -0.127 -4.629 -3.491 -0.3 0.1 0.0 -0.635
H 0.343 -4.530 -4.319 0.2 0.1 -0.2 0.317
H 0.216 -5.439 -3.115 0.1 -0.1 0.2 0.320
O 2.681 -3.536 2.568 0.0 -0.6 -0.1 -0.697
H 3.277 -3.242 1.879 0.3 0.3 -0.1 0.353
H 1.985 -2.879 2.579 -0.2 0.4 0.3 0.340
O -4.643 1.017 -1.922 0.2 -0.2 -0.1 -0.636
H -4.989 1.474 -2.689 0.0 0.1 -0.2 0.310
H -5.156 1.358 -1.189 0.0 0.0 0.3 0.330
O 0.897 3.941 -3.884 -0.5 0.1 -0.1 -0.671
H 1.638 3.381 -3.652 0.4 -0.2 0.3 0.365
H 1.068 4.203 -4.789 0.1 0.0 -0.2 0.301
O -1.866 6.042 -0.013 -0.1 0.1 0.2 -0.621
H -2.416 6.666 -0.487 -0.1 0.2 -0.1 0.297
H -1.548 5.442 -0.688 0.2 -0.2 -0.1 0.323
```
Forces are in eV/Å.

Output
Frontier orbital gap = 2.153 eV
Charge = -3
Spin multiplicity = 1
E_LUMO = 4.185 eV

6.
H16NO6 | ωB97M-V/def2-TZVPD

Geometry as XYZ:
```
23
Properties=species:S:1:pos:R:3:forces:R:3:mulliken_charge:R:1
N -48.385 -14.704 -2.211 11.6 -1.2 6.4 -0.249
H -49.225 -14.706 -2.170 -13.8 -0.2 -0.3 0.310
H -47.969 -15.648 -2.236 0.0 0.3 1.2 0.271
H -48.087 -13.968 -1.492 0.1 -2.3 -0.2 0.317
H -48.018 -14.324 -2.934 2.2 3.3 -7.4 0.290
O -46.047 -15.415 -0.324 4.2 1.1 -4.0 -0.636
H -45.240 -15.296 0.182 0.5 0.1 -0.2 0.300
H -46.647 -15.490 0.306 -4.9 -0.9 4.4 0.291
O -45.559 -17.543 -1.908 1.6 -2.1 -6.7 -0.602
H -45.690 -16.900 -1.337 -1.3 4.3 5.6 0.347
H -45.279 -16.869 -2.629 -0.3 -2.4 0.8 0.321
O -46.914 -14.927 -5.206 1.0 3.1 1.2 -0.585
H -46.410 -14.284 -5.754 -0.3 0.3 1.1 0.317
H -46.951 -15.543 -5.869 -0.7 -3.4 -2.2 0.286
O -50.049 -12.061 -2.679 -1.1 -1.0 -1.9 -0.602
H -49.549 -11.665 -2.016 1.2 1.4 1.8 0.299
H -50.361 -11.335 -3.246 0.1 -0.4 0.2 0.317
O -50.560 -15.330 -3.939 2.6 1.2 -5.2 -0.636
H -50.537 -15.816 -4.857 0.1 1.7 2.5 0.340
H -51.025 -15.917 -3.456 -2.8 -3.0 2.8 0.301
O -48.785 -15.241 1.086 2.3 1.1 -2.0 -0.645
H -48.193 -14.595 1.546 -2.0 -1.2 0.5 0.346
H -49.535 -15.696 1.437 -0.2 0.3 1.5 0.301
```
Forces are in eV/Å.

Output
Frontier orbital gap = 10.812 eV
Charge = +1
Spin multiplicity = 1
E_LUMO = -3.263 eV
Energy above the lowest of the compared OMol25 structures with the same formula, charge and spin = 121.5 kcal/mol

Going through the records in order, we get strongest force on any atom values of 0.1422, 0.1124, 0.0580, 0.1425, 0.0645, 0.2694 Eh/bohr.